Entry 1:
The following is a DFT calculation (ωB97M-V/def2-TZVPD) of C20H44NOP3SSn as an isolated structure.

Last column: Mulliken charge in e.
Cartesian coordinates (Å):
Sn: -0.33 0.38 -0.46  0.9607
P: -0.10 -0.67 -2.84  0.7098
P: 2.63 0.69 -0.63  0.8650
P: -2.35 -1.10 0.44  0.9539
H: 2.28 3.96 2.30  0.3569
C: 1.40 3.67 2.89  -0.4597
C: 1.38 2.59 3.71  -0.5915
H: 2.18 1.85 3.70  0.3272
C: -0.69 0.62 -3.98  -1.3186
C: 1.42 -1.29 -3.61  -1.0948
C: -1.28 -2.07 -3.08  -1.1282
C: 3.36 1.43 0.89  -0.6076
C: 3.84 -0.65 -0.93  -1.3910
C: 3.04 1.88 -1.90  -1.3981
C: -2.64 -0.77 2.17  -1.0795
C: -2.34 -2.94 0.29  -0.8300
C: -3.82 -0.56 -0.45  -1.2344
H: 0.62 4.42 2.96  0.3055
H: 0.62 2.49 4.46  0.3482
H: -0.78 0.11 -4.96  0.5166
H: 0.06 1.42 -4.05  0.3770
H: -1.66 1.03 -3.68  0.4183
H: 1.15 -1.52 -4.66  0.5247
H: 1.76 -2.22 -3.12  0.3139
H: 2.22 -0.53 -3.61  0.3274
H: -1.27 -2.26 -4.17  0.5723
H: -2.31 -1.83 -2.76  0.2891
H: -0.90 -2.97 -2.55  0.2780
H: 4.15 2.15 0.65  0.5415
H: 3.82 0.65 1.52  0.4863
H: 2.62 1.96 1.51  -0.5964
H: 4.82 -0.27 -1.22  0.4918
H: 3.48 -1.33 -1.71  0.2963
H: 4.02 -1.25 -0.03  0.4048
H: 4.10 2.06 -1.99  0.5000
H: 2.56 2.84 -1.71  0.4020
H: 2.69 1.56 -2.87  0.3130
H: -3.72 -0.79 2.32  0.5122
H: -2.23 0.20 2.46  0.1199
H: -2.17 -1.54 2.76  0.3943
H: -3.20 -3.32 0.87  0.4798
H: -1.40 -3.36 0.70  -0.0640
H: -2.43 -3.28 -0.75  0.3791
H: -4.64 -0.77 0.24  0.4955
H: -3.91 -1.16 -1.37  0.3553
H: -3.80 0.51 -0.70  0.3547
C: -2.36 3.32 0.59  1.4278
C: -3.38 4.23 0.18  -0.6611
C: -3.95 5.12 1.07  -0.7261
C: -3.55 5.18 2.40  -0.3699
C: -2.56 4.28 2.83  -0.6224
C: -1.94 3.36 1.96  -0.2569
S: -1.86 2.40 -0.81  -0.1763
H: 0.10 1.38 0.92  -0.0211
H: -3.62 4.22 -0.89  0.4916
H: -4.72 5.77 0.69  0.4605
H: -4.01 5.89 3.10  0.4840
H: -2.26 4.32 3.88  0.4981
H: -1.14 2.69 2.34  0.2266
C: 1.44 -4.38 2.02  -0.7238
N: 1.84 -4.26 0.63  0.1448
C: 2.65 -5.30 0.00  -0.8616
C: 1.54 -3.12 -0.01  -0.1218
O: 0.89 -2.19 0.51  -0.4797
H: 1.82 -5.32 2.42  0.3479
H: 0.35 -4.33 2.10  0.1985
H: 1.86 -3.54 2.59  0.2917
H: 2.26 -5.55 -1.00  0.3364
H: 3.70 -4.98 -0.14  0.3331
H: 2.65 -6.20 0.62  0.3023
H: 1.93 -3.04 -1.03  0.3004

Highest occupied orbital energy (alpha / beta) = -19.3 / -19.2 eV
Charge = +4
Max |F| = 3.202 eV Å⁻¹
LUMO (alpha / beta) = -16.24 / -16.45 eV
Relative energy (zero: lowest compared OMol25 entry of this formula, charge and spin) = 345.43 kJ/mol

---

Entry 2:
The following is a DFT calculation (ωB97M-V/def2-TZVPD) of C20H45AlCl14PS2 as an isolated structure.

Last column: Mulliken charge in e.
Cartesian coordinates (Å):
C: 3.24 2.83 2.03  -1.0548
C: 3.13 3.07 0.52  -0.4189
C: 1.84 2.51 -0.13  -0.4779
Al: 0.10 2.91 0.80  -0.3025
C: -1.42 1.87 0.01  -0.4666
S: -2.94 2.84 -0.26  -0.1716
C: -3.91 2.29 1.16  -0.1544
C: -5.00 3.31 1.52  -1.1139
P: -0.27 5.32 0.61  0.3107
S: -1.42 6.23 2.00  -0.5576
H: 2.68 3.57 2.60  0.2504
H: 2.81 1.86 2.31  0.1928
H: 4.28 2.86 2.37  0.3880
H: 4.01 2.63 0.04  0.3548
H: 3.18 4.14 0.32  0.1934
H: 1.76 2.98 -1.12  0.1782
H: 1.95 1.44 -0.31  0.4465
H: 0.18 2.64 2.38  -0.2053
H: -1.64 1.01 0.64  0.1169
H: -1.14 1.47 -0.97  0.4420
H: -3.23 2.14 2.00  0.1759
H: -4.36 1.32 0.94  0.2195
H: -4.98 3.56 2.58  0.2798
H: -6.00 2.93 1.27  0.3099
H: -4.86 4.24 0.97  0.3104
H: 0.98 5.98 0.54  -0.0021
H: -0.74 5.68 -0.67  -0.0930
Cl: -2.13 -1.36 -0.94  -0.1055
C: -2.52 -2.81 0.02  -0.1244
C: -2.60 -2.51 1.50  -0.5420
Cl: -1.01 -2.10 2.19  -0.1857
H: -1.76 -3.56 -0.18  -0.0862
H: -3.48 -3.18 -0.33  0.3196
H: -2.96 -3.40 2.02  0.4047
H: -3.27 -1.68 1.69  0.2827
Cl: 0.47 0.52 4.23  -0.0006
C: 0.82 -0.05 5.88  -0.5790
C: 1.06 1.11 6.82  -0.3168
Cl: 2.59 1.96 6.46  -0.2060
H: 1.68 -0.71 5.85  0.2982
H: -0.04 -0.62 6.22  0.2226
H: 1.14 0.76 7.85  0.2044
H: 0.26 1.84 6.75  0.3499
Cl: 0.67 -4.83 -2.95  -0.2027
C: 0.84 -5.09 -1.19  -0.2319
C: 0.39 -6.48 -0.79  -0.2497
Cl: -1.37 -6.71 -0.95  -0.2046
H: 0.28 -4.31 -0.68  0.1373
H: 1.90 -4.98 -0.95  0.2956
H: 0.64 -6.65 0.26  0.3419
H: 0.89 -7.21 -1.41  0.1102
Cl: 6.19 -8.24 -3.89  -0.1939
C: 4.87 -7.15 -4.39  -0.4746
C: 4.16 -6.53 -3.22  -0.2763
Cl: 3.23 -7.73 -2.28  -0.1954
H: 4.18 -7.73 -5.00  0.3344
H: 5.31 -6.37 -5.00  0.3155
H: 3.44 -5.79 -3.57  0.1671
H: 4.86 -6.05 -2.54  0.3284
Cl: 1.55 2.78 -4.51  -0.2044
C: 0.45 4.10 -5.00  0.0487
C: -0.16 4.81 -3.82  -0.6531
Cl: -1.30 3.78 -2.93  -0.1633
H: -0.32 3.67 -5.63  -0.1482
H: 1.05 4.81 -5.58  0.3386
H: -0.71 5.68 -4.17  0.3878
H: 0.60 5.14 -3.11  0.3125
Cl: -3.86 5.06 -9.54  -0.1835
C: -2.22 4.36 -9.62  -0.4148
C: -2.14 3.01 -8.95  -0.4714
Cl: -2.33 3.11 -7.19  -0.1662
H: -1.54 5.07 -9.16  0.3096
H: -1.97 4.25 -10.68  0.2900
H: -1.16 2.57 -9.14  0.2658
H: -2.91 2.34 -9.33  0.3608
Cl: 0.91 -1.97 8.68  -0.1598
C: -0.10 -3.40 8.98  -0.4878
C: 0.06 -4.43 7.89  -0.4695
Cl: -0.59 -3.87 6.33  -0.1365
H: -1.13 -3.06 9.04  0.2982
H: 0.20 -3.82 9.93  0.3377
H: -0.48 -5.34 8.16  0.3140
H: 1.11 -4.68 7.74  0.3074

Highest occupied orbital energy = -3.8 eV
Charge = -1
Max |F| = 0.577 eV Å⁻¹
LUMO = 1.81 eV
Relative energy (zero: lowest compared OMol25 entry of this formula, charge and spin) = 0.00 kJ/mol

---

Entry 3:
The following is a DFT calculation (ωB97M-V/def2-TZVPD) of C20H45BrFNO7Ta as an isolated structure.

Last column: Mulliken charge in e.
Cartesian coordinates (Å):
N: -6.25 -0.08 3.69  -0.7180
C: -5.80 -0.72 2.44  -0.6702
C: -4.31 -0.53 2.22  0.4179
O: -3.96 -1.19 1.00  -0.5474
C: -3.87 0.93 2.18  -0.9532
Ta: -4.40 2.26 0.35  1.0120
C: -5.01 3.60 -1.41  -0.7825
C: -6.33 3.14 -2.03  -0.4684
F: -6.18 2.02 -2.83  -0.3027
C: -2.61 3.57 0.96  -1.3484
C: -2.82 5.09 0.86  -0.1826
C: -2.99 5.69 2.24  -0.7100
Br: -3.89 7.43 2.18  -0.2610
H: -7.25 -0.20 3.77  0.2412
H: -6.09 0.92 3.60  0.2530
H: -6.02 -1.78 2.46  0.4069
H: -6.34 -0.31 1.58  0.1918
H: -3.80 -1.06 3.03  0.3714
H: -3.24 -1.79 1.21  0.3131
H: -4.17 1.44 3.09  0.4865
H: -2.77 0.94 2.19  -0.2089
H: -5.62 3.22 1.43  -0.3919
H: -5.69 1.04 -0.17  -0.0810
H: -3.25 1.36 -0.81  -0.3442
H: -4.28 3.56 -2.23  0.3642
H: -5.18 4.64 -1.13  0.3263
H: -7.07 2.94 -1.25  0.2771
H: -6.77 3.93 -2.66  0.3157
H: -1.71 3.26 0.44  0.4005
H: -2.43 3.33 2.02  0.4149
H: -3.67 5.39 0.24  0.1324
H: -1.94 5.55 0.40  0.2712
H: -3.63 5.06 2.85  0.3647
H: -2.03 5.82 2.72  0.4257
O: -1.46 -2.85 1.02  -0.6784
C: -0.48 -2.19 1.28  0.8425
O: -0.60 -1.23 2.21  -0.3498
C: 0.51 -0.48 2.70  -0.5515
C: 0.82 0.71 1.82  -0.5273
C: 0.82 -2.34 0.53  -0.7982
H: 1.39 -1.12 2.83  0.3895
H: 0.20 -0.15 3.69  0.3938
H: 1.12 0.40 0.82  0.1679
H: 1.62 1.30 2.25  0.3769
H: -0.07 1.34 1.72  -0.0062
H: 0.78 -1.72 -0.37  0.2978
H: 0.92 -3.38 0.23  0.3862
H: 1.69 -2.06 1.11  0.0278
O: 3.40 -1.27 -0.43  -0.4813
C: 4.44 -1.43 0.13  0.7978
O: 4.46 -1.29 1.48  -0.3649
C: 5.59 -1.63 2.28  -0.4237
C: 6.59 -0.50 2.37  -1.0243
C: 5.72 -1.72 -0.61  -0.8595
H: 6.05 -2.56 1.92  0.3669
H: 5.18 -1.84 3.26  0.3712
H: 7.01 -0.26 1.39  0.2716
H: 7.41 -0.77 3.03  0.3697
H: 6.11 0.40 2.75  0.3092
H: 6.17 -0.78 -0.93  0.3139
H: 5.47 -2.29 -1.50  0.0219
H: 6.45 -2.30 -0.04  0.3321
O: 6.53 -2.10 -3.57  -0.5773
C: 5.82 -2.67 -4.36  0.8694
O: 4.67 -2.07 -4.71  -0.3663
C: 3.82 -2.56 -5.75  -0.4082
C: 2.85 -3.61 -5.24  -0.9583
C: 6.14 -4.04 -4.88  -1.0722
H: 4.40 -2.92 -6.60  0.3664
H: 3.27 -1.68 -6.10  0.3259
H: 3.37 -4.49 -4.88  0.2697
H: 2.17 -3.91 -6.04  0.3626
H: 2.26 -3.20 -4.42  0.2864
H: 5.77 -4.78 -4.18  0.2546
H: 7.22 -4.14 -4.94  0.3329
H: 5.73 -4.25 -5.87  0.3265

Highest occupied orbital energy = -4.5 eV
Charge = -1
Max |F| = 1.055 eV Å⁻¹
LUMO = 1.69 eV

---

Entry 4:
The following is a DFT calculation (ωB97M-V/def2-TZVPD) of a 3-piece molecular cluster, C20H45FIN5O4PS2 overall.

Last column: Mulliken charge in e.
Cartesian coordinates (Å):
C: -5.30 -0.35 -1.49  -1.5651
C: -3.78 -0.36 -1.20  0.7773
F: -3.66 -0.25 0.20  -0.3600
C: -3.05 0.76 -1.89  -1.6562
P: -1.11 0.80 -2.09  1.3719
C: -1.12 2.76 -2.23  -0.8481
C: -1.34 3.23 -3.65  -0.5519
C: -1.00 4.72 -3.81  -1.1441
I: 1.03 5.02 -4.40  -0.0789
C: -0.73 0.79 -0.20  -0.6394
C: -0.72 2.06 0.65  -1.2930
C: -2.08 2.63 1.05  -0.0119
C: -2.31 2.75 2.56  -0.2269
O: -3.35 1.87 3.03  -0.5553
C: -1.00 -1.14 -2.13  -0.7507
C: 0.42 -1.62 -2.37  0.1100
C: 0.55 -2.95 -3.09  -0.9846
S: 0.18 -4.50 -2.20  -0.2228
C: 0.33 -4.17 -0.45  0.0918
S: -0.95 -3.61 0.38  -0.2162
N: 1.55 -4.51 0.11  0.1941
C: 1.54 -4.98 1.49  -0.6391
C: 2.94 -4.89 2.05  -0.6668
O: 3.36 -3.54 2.16  -0.4858
C: 2.87 -2.73 1.10  0.0510
C: 2.64 -3.55 -0.14  -0.4202
H: -5.54 0.24 -2.37  0.3406
H: -5.81 0.11 -0.64  0.3485
H: -5.70 -1.35 -1.58  0.3745
H: -3.44 -1.35 -1.47  0.0807
H: -3.43 0.78 -2.92  0.5828
H: -3.43 1.69 -1.45  0.4897
H: -1.30 0.76 -3.57  -0.0479
H: 0.35 0.88 -2.34  -0.2337
H: -0.13 3.11 -1.93  0.3817
H: -1.89 3.23 -1.62  0.2261
H: -0.73 2.65 -4.34  0.5422
H: -2.39 3.13 -3.91  0.1355
H: -1.64 5.24 -4.52  0.4956
H: -1.12 5.22 -2.86  0.4370
H: -1.33 0.06 0.35  0.4599
H: 0.29 0.39 -0.15  -0.2466
H: -0.24 1.78 1.60  0.7347
H: -0.05 2.83 0.26  0.2396
H: -2.19 3.64 0.64  0.4315
H: -2.90 2.02 0.67  -0.1613
H: -1.43 2.45 3.12  -0.0824
H: -2.57 3.78 2.83  0.2951
H: -4.19 2.32 2.91  0.3055
H: -1.31 -1.53 -1.16  -0.2801
H: -1.65 -1.54 -2.90  0.6327
H: 1.00 -0.90 -2.95  0.4977
H: 0.94 -1.66 -1.41  -0.3715
H: -0.11 -2.93 -3.96  0.5266
H: 1.56 -3.03 -3.49  0.4625
H: 0.90 -4.39 2.15  0.4143
H: 1.18 -6.01 1.52  0.4435
H: 3.64 -5.47 1.44  0.2656
H: 2.95 -5.31 3.05  0.4207
H: 1.92 -2.27 1.37  0.1244
H: 3.55 -1.91 0.89  0.1361
H: 2.45 -2.92 -1.00  0.0902
H: 3.55 -4.12 -0.35  0.1532
C: 4.08 -0.14 -0.39  0.5467
O: 2.89 -0.37 -0.49  -0.3968
N: 5.04 -1.05 -0.75  -0.3742
N: 4.55 1.04 0.10  -0.4695
H: 6.02 -0.88 -0.68  0.1391
H: 4.72 -1.93 -1.13  0.2325
H: 3.87 1.73 0.37  0.2339
H: 5.52 1.26 0.20  0.1258
C: 0.78 2.56 6.16  0.6575
O: 0.38 3.71 6.12  -0.6427
N: 1.99 2.22 6.71  -0.3945
N: 0.06 1.51 5.66  -0.3607
H: 2.34 1.28 6.75  0.1575
H: 2.54 2.97 7.09  0.2136
H: -0.83 1.71 5.24  0.2464
H: 0.38 0.56 5.69  0.1613

Highest occupied orbital energy = -3.6 eV
Charge = -1
Max |F| = 1.015 eV Å⁻¹
LUMO = 2.14 eV

---

Entry 5:
The following is a DFT calculation (ωB97M-V/def2-TZVPD) of a 4-piece molecular cluster, C20H45N2O6S3 overall.

Last column: Mulliken charge in e.
Cartesian coordinates (Å):
C: 2.34 -4.12 -1.74  -0.6414
C: 3.54 -3.31 -2.16  0.6973
O: 3.94 -3.36 -3.27  -0.5303
O: 4.07 -2.55 -1.19  -0.2447
C: 4.17 -1.15 -1.57  -0.9404
C: 2.86 -0.46 -1.22  0.6505
C: 2.63 0.85 -2.01  -0.8990
C: 1.31 0.80 -2.77  -0.7393
C: 0.12 0.66 -1.82  -0.0099
C: -1.22 1.06 -2.47  -1.3669
C: -2.35 0.04 -2.35  -0.5660
N: -2.17 -0.99 -3.44  0.0012
C: -2.78 -2.30 -3.06  -0.7522
C: -2.26 -2.81 -1.71  -0.5213
O: -1.76 -1.80 -0.86  -0.4273
C: -2.52 -0.61 -0.98  -0.0127
C: -2.30 0.32 0.17  -0.5528
C: -2.72 -0.31 1.46  -0.6716
N: -3.18 -1.47 1.51  -0.5477
H: 2.12 -4.88 -2.48  0.3692
H: 2.52 -4.61 -0.79  0.3275
H: 1.48 -3.46 -1.66  -0.1187
H: 5.00 -0.76 -0.99  0.2262
H: 4.40 -1.05 -2.62  0.4859
H: 2.79 -0.29 -0.15  0.2937
H: 2.08 -1.16 -1.50  -0.6681
H: 2.61 1.66 -1.29  0.3057
H: 3.45 1.08 -2.68  0.5699
H: 1.22 1.77 -3.26  0.5054
H: 1.35 0.00 -3.51  0.0817
H: 0.11 -0.34 -1.39  0.5189
H: 0.30 1.35 -1.00  0.0971
H: -1.55 2.04 -2.15  0.3524
H: -1.02 1.18 -3.54  0.6060
H: -3.27 0.57 -2.56  0.3689
H: -2.69 -0.64 -4.24  0.3991
H: -1.20 -1.10 -3.72  0.4103
H: -3.84 -2.10 -2.93  0.4203
H: -2.72 -3.04 -3.84  0.4207
H: -1.53 -3.61 -1.81  0.4274
H: -3.12 -3.25 -1.20  0.3132
H: -3.57 -0.94 -0.91  1.0198
H: -1.27 0.64 0.30  -0.0715
H: -2.96 1.18 0.04  0.3608
H: -2.64 0.22 2.41  0.7154
H: -3.41 -1.70 2.47  0.2919
C: 0.42 5.47 1.36  -1.0114
S: -0.81 4.65 0.34  0.4354
O: -0.91 3.24 0.83  -0.4982
C: 0.18 4.62 -1.16  -0.7631
H: 0.02 5.55 2.37  0.3361
H: 1.34 4.88 1.38  0.3114
H: 0.62 6.46 0.96  0.4097
H: 1.12 4.08 -0.98  0.1165
H: 0.39 5.64 -1.48  0.5093
H: -0.39 4.11 -1.94  0.1992
C: 5.00 -3.52 3.76  -0.9187
S: 6.26 -2.35 3.23  0.4783
O: 5.95 -1.05 3.88  -0.6156
C: 5.69 -2.24 1.53  -0.7694
H: 5.14 -3.70 4.83  0.3334
H: 4.01 -3.10 3.59  0.2969
H: 5.12 -4.45 3.22  0.3374
H: 4.66 -1.90 1.50  0.1585
H: 5.79 -3.21 1.05  0.3591
H: 6.33 -1.52 1.01  0.3362
C: -5.11 2.84 3.39  -0.8117
S: -4.34 2.43 4.97  0.4744
O: -3.27 1.42 4.68  -0.5798
C: -5.75 1.53 5.63  -0.9160
H: -4.38 3.38 2.79  0.2236
H: -5.41 1.93 2.88  0.2569
H: -5.97 3.48 3.57  0.3893
H: -6.01 0.70 4.97  0.2887
H: -6.59 2.21 5.74  0.3580
H: -5.47 1.14 6.61  0.3207

Highest occupied orbital energy = -10.2 eV
Charge = +1
Max |F| = 2.518 eV Å⁻¹
LUMO = -3.03 eV

---

Entry 6:
The following is a DFT calculation (ωB97M-V/def2-TZVPD) of C20H45N2OP3PmS as an isolated structure.

Last column: Mulliken charge in e.
Cartesian coordinates (Å):
Pm: 0.05 0.12 -0.34  0.2505
P: 0.48 -2.56 -0.84  1.0089
P: 2.61 -0.11 1.20  0.8981
P: -2.82 0.39 -0.54  0.9442
H: 1.77 2.79 -0.65  0.5145
C: 0.73 3.05 -0.37  -0.8660
C: 0.28 3.13 0.91  -0.3601
H: 0.95 3.09 1.79  0.2697
C: 1.27 -2.42 -2.51  -1.2527
C: 1.49 -3.83 0.00  -1.3435
C: -1.08 -3.49 -1.11  -1.1757
C: 3.26 1.30 2.15  -1.1924
C: 2.87 -1.42 2.44  -0.8870
C: 4.01 -0.38 0.07  -1.2889
C: -3.48 1.95 0.19  -1.2306
C: -3.98 -0.80 0.25  -1.1372
C: -3.38 0.51 -2.28  -1.0362
H: 0.07 3.30 -1.23  0.4035
H: -0.79 3.25 1.15  0.2776
H: 1.48 -3.42 -2.91  0.5145
H: 2.23 -1.88 -2.42  0.3339
H: 0.63 -1.87 -3.22  0.3233
H: 1.49 -4.76 -0.61  0.4932
H: 1.06 -4.06 0.99  0.3918
H: 2.52 -3.50 0.16  0.3529
H: -0.86 -4.46 -1.58  0.4794
H: -1.77 -2.91 -1.75  0.2968
H: -1.57 -3.64 -0.14  0.3606
H: 4.35 1.25 2.13  0.4440
H: 2.91 1.25 3.19  0.2689
H: 2.93 2.25 1.71  0.3222
H: 3.94 -1.42 2.69  0.4525
H: 2.58 -2.40 2.03  0.1305
H: 2.28 -1.20 3.34  0.1318
H: 4.92 -0.50 0.68  0.4548
H: 4.13 0.49 -0.59  0.4138
H: 3.85 -1.28 -0.54  0.3156
H: -4.34 2.30 -0.39  0.4274
H: -2.70 2.72 0.20  0.1993
H: -3.80 1.76 1.23  0.3678
H: -4.99 -0.66 -0.16  0.4177
H: -4.00 -0.62 1.33  0.3778
H: -3.65 -1.83 0.06  0.2783
H: -4.47 0.63 -2.34  0.5295
H: -3.08 -0.41 -2.81  0.3519
H: -2.87 1.36 -2.76  0.0221
C: -0.49 1.28 -4.30  0.5772
C: 0.38 0.68 -5.23  -0.4139
C: 0.14 0.91 -6.59  -0.7203
C: -0.83 1.84 -6.99  -0.5099
C: -1.58 2.54 -6.04  -0.7035
C: -1.37 2.29 -4.68  -0.2920
O: -0.48 0.85 -2.93  0.1991
H: 0.47 0.68 -2.73  0.2263
H: 1.16 0.00 -4.90  0.3571
H: 0.67 0.35 -7.36  0.3920
H: -1.02 2.03 -8.05  0.4110
H: -2.34 3.27 -6.33  0.4056
H: -1.89 2.86 -3.90  0.4014
C: 0.88 1.22 5.61  -1.1973
N: -0.09 1.10 4.51  -0.0808
C: -0.35 -0.09 3.92  0.2545
S: -0.79 -0.19 2.21  -0.2309
N: -0.30 -1.21 4.67  -0.0594
C: -0.51 -1.26 6.12  -0.9688
H: 1.55 0.34 5.66  0.4021
H: 0.34 1.32 6.56  0.3880
H: 1.47 2.12 5.44  0.3679
H: -0.30 1.92 3.93  0.2545
H: -0.49 -2.06 4.14  0.2630
H: -1.28 -2.01 6.32  0.3483
H: 0.41 -1.56 6.64  0.3402
H: -0.84 -0.29 6.52  0.3399

Highest occupied orbital energy (alpha / beta) = -16.2 / -16.2 eV
Charge = +3
Max |F| = 1.945 eV Å⁻¹
Multiplicity = 5
LUMO (alpha / beta) = -9.52 / -9.28 eV
Relative energy (zero: lowest compared OMol25 entry of this formula, charge and spin) = 0.00 kJ/mol